No. 1
C3H3N3O2 | ωB97M-V with the def2-TZVPD basis set

```
11
C3H3N3O2 (ωB97M-V with the def2-TZVPD basis set)
C 2.5562 -0.0456 0.3707
C -1.8373 0.4008 0.1015
C -0.5150 0.8610 -0.0902
H 2.2663 1.0231 0.8597
H 3.5484 -0.2994 0.0700
H -2.8608 0.9980 0.3209
N 1.4722 -0.8000 -0.2789
N 0.2887 -0.2636 -0.3092
N -1.8519 -0.9027 0.1962
O -0.5036 -1.3643 0.0069
O 0.0610 1.9575 -0.1068
```

The calculation puts the LUMO energy at -0.036 Eh. For the energy relative to the best compared isomer or geometry (same formula, charge and spin), the calculation gives 7.863 eV. The calculation puts the HOMO energy at -9.201 eV. The orbital gap comes out at 8.23 eV. The structure (SMILES) is C=Nn1oncc1=O. As for the total energy: -430.6320 Ha.

=====

No. 2
C32H20F6NNiO24S2 | ωB97M-V with the def2-TZVPD basis set

```
86
C32H20F6NNiO24S2 (ωB97M-V with the def2-TZVPD basis set)
Ni -0.4565 0.3165 0.8873
C -0.4422 -1.3324 4.5450
F 0.3565 -0.3228 4.2566
F 0.2076 -2.5021 4.2638
F -0.8161 -1.3672 5.8665
S -1.9959 -1.1349 3.3921
O -2.0121 -2.2082 2.4434
O -3.1753 -1.0077 4.2004
N -1.5639 0.3123 2.5025
S -2.3101 1.5090 3.2777
O -2.3092 1.4326 4.6943
O -1.7525 2.7201 2.7899
C -4.1394 1.3454 2.5532
F -4.0666 1.5439 1.2523
F -4.7785 0.2239 2.7718
F -4.9425 2.3510 3.0872
C 1.3482 -1.3731 -4.2896
C 1.0030 -1.1657 -2.9891
C 1.0311 0.0769 -2.2241
O 0.4683 0.2500 -1.0910
C 1.7718 1.0980 -3.0113
C 2.0929 0.9525 -4.3308
C 1.8021 -0.2877 -5.1459
O 2.0061 -0.4013 -6.3863
O 2.7272 2.0238 -4.9274
O 0.4851 -2.1977 -2.2083
H 1.3602 -2.3656 -4.7154
H 1.9758 2.0542 -2.5524
H 3.3341 2.4242 -4.3006
H 0.1909 -2.9115 -2.7789
C -3.4381 -2.2778 -3.1527
C -2.7107 -1.4986 -2.3817
C -2.7102 -1.5154 -0.8631
O -1.9977 -0.7839 -0.1932
C -3.6145 -2.4788 -0.2936
C -4.3577 -3.3329 -1.1164
C -4.2546 -3.3442 -2.5851
O -4.7260 -4.1692 -3.3213
O -5.2265 -4.2438 -0.6495
O -2.0424 -0.4401 -2.9635
H -3.3381 -2.3920 -4.2219
H -3.6871 -2.5010 0.7837
H -5.5994 -4.6940 -1.4110
H -2.2806 -0.4248 -3.8934
C 4.4868 2.7427 1.7809
C 3.3211 2.2491 1.3804
C 2.2693 1.5962 2.2293
O 1.2118 1.1043 1.9192
C 2.6385 1.7982 3.6413
C 3.7866 2.2999 4.1024
C 4.7979 2.9995 3.1890
O 5.8663 3.5920 3.4892
O 4.1008 2.2443 5.4246
O 3.0831 2.0680 0.0454
H 5.1650 3.1336 1.0369
H 1.9220 1.4024 4.3459
H 5.0368 2.3143 5.6263
H 3.9268 2.0045 -0.4083
C 3.9355 -3.2995 1.1980
C 3.1569 -2.2559 1.0314
C 1.6841 -2.3125 1.1370
O 0.8289 -1.4340 1.0675
C 1.1888 -3.7529 1.3796
C 2.0269 -4.7661 1.4675
C 3.5187 -4.6788 1.5496
O 4.2773 -5.6227 1.7779
O 1.6506 -6.0334 1.6083
O 3.7851 -1.0951 0.7244
H 5.0063 -3.1688 1.1461
H 0.1515 -3.9989 1.2067
H 2.4479 -6.5632 1.5362
H 4.5962 -1.1501 1.2351
C -1.2191 4.8186 -2.5701
C -0.7850 4.0221 -1.5309
C -1.5026 2.8037 -0.9924
O -1.1174 2.1004 -0.0007
C -2.7148 2.6137 -1.7436
C -3.1660 3.3027 -2.8039
C -2.4734 4.5316 -3.4009
O -2.8863 5.1763 -4.3360
O -4.3317 3.0650 -3.3726
O 0.4037 4.2046 -0.8591
H -0.4938 5.5413 -2.9136
H -3.4541 1.9013 -1.4086
H -4.3744 3.6444 -4.1368
H 0.8308 4.8971 -1.3687
```

The calculation puts the LUMO energy (spin up / spin down) at -0.095 / -0.094 Eh. As for the expectation value of S²: 3.781. As for the spin multiplicity: 4. For the energy relative to the best compared isomer or geometry (same formula, charge and spin), the calculation gives 0.390 eV. The calculation puts the HOMO energy (spin up / spin down) at -6.115 / -8.231 eV. The orbital gap (spin up / spin down) comes out at 3.54 / 5.67 eV. As for the total energy: -5995.5615 Ha.

=====

No. 3
C6H6O | ωB97M-V with the def2-TZVPD basis set

```
13
C6H6O (ωB97M-V with the def2-TZVPD basis set)
C -1.7609 2.0321 -0.3465
C -1.0092 1.4450 -1.1273
C -0.3257 -0.1131 1.4768
C -0.1419 0.5040 -1.4719
C 0.3649 -0.5572 0.4651
C 1.2448 -1.5238 -0.0113
O 0.4261 -0.0313 -2.3747
H -2.1799 2.8568 0.1695
H -0.0152 -0.4308 2.4927
H -0.9722 0.7835 1.4727
H 1.4492 -2.3475 0.5893
H 2.1277 -0.8779 -0.3152
H 0.7924 -1.7397 -1.0193
```

The calculation puts the LUMO energy at -0.016 Eh. For the energy relative to the best compared isomer or geometry (same formula, charge and spin), the calculation gives 6.023 eV. The calculation puts the HOMO energy at -8.073 eV. The orbital gap comes out at 7.64 eV. As for the total energy: -307.2421 Ha.

=====

No. 4
C37H61N5O12S3 | ωB97M-V with the def2-TZVPD basis set

```
118
C37H61N5O12S3 (ωB97M-V with the def2-TZVPD basis set)
N 11.8199 -25.4990 8.9408
C 11.8070 -25.5059 10.2878
C 11.3635 -26.5926 11.0423
C 10.8585 -27.7067 10.3726
C 10.7920 -27.6648 8.9669
C 11.3430 -26.5399 8.2925
H 12.1561 -24.5830 10.7205
H 11.4325 -26.6707 12.1396
H 10.4554 -28.5247 10.9182
H 10.3779 -28.4490 8.4625
H 11.3389 -26.4898 7.2283
N 8.1707 -20.0553 10.4868
C 9.0671 -19.5449 9.6311
C 10.0658 -20.2628 9.0670
C 10.1755 -21.6707 9.3514
C 9.2475 -22.2200 10.2898
C 8.2674 -21.3387 10.8405
H 8.8521 -18.5066 9.4053
H 10.7422 -19.7180 8.3981
H 10.9160 -22.2901 8.8708
H 9.2963 -23.2705 10.6496
H 7.5303 -21.6504 11.4778
N 16.1674 -21.6543 1.5073
C 14.8693 -21.5720 1.9658
C 13.8959 -20.7571 1.3998
C 14.2607 -20.0103 0.2917
C 15.5856 -19.9962 -0.2144
C 16.4794 -20.8564 0.4349
H 14.5653 -22.2030 2.7797
H 12.8477 -20.7711 1.6808
H 13.3923 -19.4173 -0.1517
H 15.9846 -19.3221 -1.0106
H 17.5389 -20.8887 0.1463
N 14.1276 -16.3147 3.3839
C 15.1878 -15.6369 2.9503
C 16.4540 -16.2500 2.6684
C 16.5558 -17.5641 2.9784
C 15.4447 -18.3546 3.4942
C 14.3012 -17.6228 3.6264
H 15.0019 -14.5752 2.7106
H 17.2662 -15.6327 2.2056
H 17.5113 -18.0560 2.6894
H 15.5077 -19.4167 3.6409
H 13.4184 -18.1174 3.9041
N 11.4181 -20.5071 4.7779
C 10.0763 -20.7284 4.7563
C 9.5169 -21.9000 5.2319
C 10.3465 -22.9469 5.6857
C 11.6997 -22.7297 5.7658
C 12.1685 -21.4995 5.2712
H 9.5376 -19.9312 4.3240
H 8.3956 -22.0483 5.1449
H 9.9146 -23.8897 6.0361
H 12.4249 -23.4201 6.2704
H 13.2813 -21.2654 5.3182
C 16.5007 -22.2945 5.2499
O 15.4512 -21.3809 5.4869
H 16.7810 -22.6024 6.2206
H 16.0629 -23.1221 4.6852
H 17.3847 -21.9559 4.6763
H 15.8015 -20.7151 6.1402
C 10.6508 -16.4627 3.2156
O 9.3785 -16.7051 2.5954
H 10.6214 -16.8032 4.2753
H 11.3777 -17.0133 2.6082
H 10.9659 -15.4169 3.0929
H 8.6417 -16.4979 3.1852
C 16.5527 -18.1438 6.9914
O 16.4287 -19.5524 7.1782
H 15.5240 -17.7387 6.9279
H 16.9947 -17.6407 7.8642
H 17.0730 -17.8711 6.1051
H 17.1094 -19.8363 7.7844
O 9.7852 -27.6626 2.6398
S 10.2588 -26.4581 3.1870
O 10.7835 -26.4721 4.5317
O 11.3355 -25.8918 2.1708
C 12.3076 -24.9374 2.6309
C 13.4576 -25.0129 1.7138
C 8.9877 -25.1952 3.0639
H 12.5652 -25.1913 3.6648
H 11.8379 -23.9696 2.5578
H 14.2708 -24.2899 1.9799
H 13.0055 -24.8917 0.7268
H 13.9785 -25.9797 1.8026
H 9.4493 -24.1837 3.2107
H 8.4435 -25.4763 3.9826
H 8.3443 -25.2182 2.2036
O 11.0508 -22.5865 1.1611
S 10.1576 -21.7992 0.3703
O 8.7533 -21.7309 0.5765
O 10.7958 -20.3581 0.5405
C 10.0482 -19.2285 0.0820
C 10.8005 -18.3802 -0.9469
C 10.3438 -22.0980 -1.3564
H 9.7385 -18.5568 0.9322
H 9.1484 -19.7123 -0.3045
H 11.4277 -17.6786 -0.3898
H 10.0461 -17.6280 -1.2777
H 11.1700 -18.9433 -1.8398
H 11.4200 -22.0416 -1.5842
H 9.8178 -21.4771 -2.0926
H 10.0654 -23.1116 -1.4139
O 16.6093 -22.4332 8.9732
S 15.5898 -23.2831 9.4491
O 15.9111 -24.2116 10.4672
O 14.4041 -22.4013 10.0056
C 14.0510 -21.2451 9.2335
C 13.7758 -20.1339 10.1343
C 14.8373 -24.0978 8.0908
H 13.1731 -21.4413 8.6362
H 14.8505 -21.1221 8.4861
H 14.6183 -19.7663 10.6930
H 12.8962 -20.3367 10.7564
H 13.4734 -19.2657 9.4727
H 14.4030 -23.2792 7.4438
H 14.0845 -24.7990 8.3577
H 15.6697 -24.5697 7.6170
```

The calculation puts the LUMO energy at 0.011 Eh. The calculation puts the HOMO energy at -9.516 eV. The orbital gap comes out at 9.81 eV. The structure (SMILES) is CCOS(C)(=O)=O.CCOS(C)(=O)=O.CCOS(C)(=O)=O.c1ccncc1.c1ccncc1.c1ccncc1.c1ccncc1.c1ccncc1.CO.CO.CO. As for the total energy: -3817.5005 Ha.

=====

No. 5
C4H6S3 | ωB97M-V with the def2-TZVPD basis set

```
13
C4H6S3 (ωB97M-V with the def2-TZVPD basis set)
C -1.0574 -0.1938 0.1970
C -0.2882 1.2731 0.2435
C 1.0724 0.5269 0.3244
C 0.3976 -0.7424 -0.0941
H -2.3433 -1.7551 -0.6009
H -1.5427 -0.2345 1.1934
H -0.5432 1.7019 -0.8299
H -0.5209 1.7328 1.2093
H 1.2830 0.5585 1.2883
H 2.7678 -0.8562 -0.6748
S -2.2631 -0.4659 -0.9755
S 2.5603 0.6296 -0.5777
S 0.4777 -2.1750 -0.7029
```

The calculation puts the LUMO energy at -0.017 Eh. For the energy relative to the best compared isomer or geometry (same formula, charge and spin), the calculation gives 2.665 eV. The calculation puts the HOMO energy at -8.904 eV. The orbital gap comes out at 8.45 eV. The structure (SMILES) is S=C1[C@H](S)C[C@@H]1S. As for the total energy: -1350.4491 Ha.